Record 1
# C5H12NO2

A cluster of 2 separate species, C5H12NO2 in total (the ωB97M-V functional and the def2-TZVPD basis, the OMol25 dataset).

Each line ends with the Mulliken charge.
Positions of all 20 atoms, in Å:
C1 -1.4307 -1.7265 -0.5640  -0.70
N1 -0.8909 -1.0328 -1.7448  -0.51
C2 -1.4400 0.2848 -1.9084  -0.42
O1 -1.3034 1.1391 -0.7976  -0.57
H1 -0.9470 -1.4209 0.3651  0.19
H2 -1.3182 -2.8042 -0.6891  0.27
H3 -2.4929 -1.4770 -0.4578  0.29
H4 0.1018 -0.8960 -1.5967  0.37
H5 -2.5092 0.1975 -2.0984  0.35
H6 -0.9720 0.7447 -2.7843  0.30
C3 2.0788 -0.6025 1.4338  -1.19
C4 1.5186 0.4887 0.8439  0.85
O2 1.2793 0.6442 -0.4088  -0.91
C5 1.0448 1.6203 1.7514  -1.13
H7 2.3181 -0.5737 2.4884  0.25
H8 2.5294 -1.4040 0.8712  0.29
H9 -0.3402 1.1094 -0.5759  0.37
H10 1.5804 1.6126 2.7024  0.41
H11 1.2234 2.5754 1.2544  0.27
H12 -0.0299 1.5208 1.9151  0.22

* E: -10965.117 eV
* charge: -1
* molecular weight: 118.16 u

***

Record 2
# C4H17NO3

A cluster of 4 separate species, C4H17NO3 in total in a non-equilibrium geometry (the ωB97M-V functional and the def2-TZVPD basis, the OMol25 dataset).

Each line ends with the Mulliken charge.
Positions of all 25 atoms, in Å:
C1 -0.7454 -1.5082 1.5956  -0.97
C2 -0.2956 -1.2353 0.0616  -0.17
C3 1.0782 -0.6597 -0.0754  -0.67
C4 0.8340 0.9928 -0.3632  -0.60
N1 -0.1255 1.1975 -1.4557  -0.49
H1 -0.2669 -0.6366 2.0819  0.22
H2 -0.3336 -2.3760 2.0857  0.38
H3 -1.8786 -1.5293 1.8218  0.18
H4 -0.3889 -2.2634 -0.3166  0.32
H5 -1.1756 -0.6293 -0.4280  0.23
H6 1.7507 -0.5979 0.8049  0.36
H7 1.6582 -1.1059 -0.8574  0.21
H8 1.8901 1.3464 -0.6601  0.33
H9 0.6019 1.4938 0.5105  0.39
H10 -0.0839 2.1522 -1.8257  0.21
H11 -0.0731 0.4711 -2.1034  0.14
O1 -0.0692 1.6590 2.6484  -0.66
H12 0.0966 2.5675 2.8204  0.30
H13 -0.8438 1.5792 2.0366  0.39
O2 -2.3229 1.2998 1.0229  -0.73
H14 -2.9897 0.6370 1.0684  0.30
H15 -1.8927 1.3639 0.1844  0.35
O3 1.8202 -1.1382 -3.3895  -0.61
H16 1.1602 -1.4245 -4.0148  0.31
H17 2.5953 -1.6560 -3.2533  0.30

* E: -12054.998 eV
* SMILES string: CCCCN.O.O.O
* charge: 0
* molecular weight: 127.18 u

***

Record 3
# C5H10O

An isolated molecule of C5H10O in a non-equilibrium geometry (the ωB97M-V functional and the def2-TZVPD basis, the OMol25 dataset).

Each line ends with the Mulliken charge.
Positions of all 16 atoms, in Å:
C1 -1.5880 -1.2556 -1.6914  -1.27
C2 -0.9552 -1.3369 -0.3038  0.03
C3 -0.3496 -0.0229 0.1092  -0.62
O1 0.3267 0.0096 1.2365  -0.32
C4 1.2670 0.8520 1.5803  0.00
C5 1.7871 1.7922 0.5766  -1.11
H1 -2.4956 -0.6454 -1.6802  0.31
H2 -1.8598 -2.2548 -2.0501  0.36
H3 -0.8658 -0.8421 -2.4038  0.34
H4 -1.7074 -1.6967 0.4143  0.25
H5 -0.1606 -2.0953 -0.3693  0.23
H6 -0.2666 0.8343 -0.5507  0.45
H7 1.6288 0.7544 2.5942  0.45
H8 1.9444 1.2256 -0.3646  0.34
H9 2.7342 2.2329 0.8971  0.29
H10 1.1158 2.6283 0.3297  0.28

* E: -7391.341 eV
* charge: 0
* molecular weight: 86.13 u